(a)
{"formula": "C2H2Cl3NS", "method": "ωB97M-V/def2-TZVPD", "symbols": ["C", "N", "S", "H", "Cl", "C", "Cl", "Cl", "H"], "coordinates": [[-0.83, -1.54, 2.43], [0.02, -0.87, 2.01], [1.32, -0.16, 1.50], [-1.62, -2.01, 3.08], [1.20, 2.34, -1.43], [0.26, 0.80, -1.76], [-1.47, 1.18, -2.00], [0.90, -0.10, -3.13], [0.23, 0.36, -0.70]], "smiles": "C#[N+][S-].ClC(Cl)Cl", "e_homo_ha": -0.3336}

***

(b)
{"formula": "C2H2Cl3NS", "method": "ωB97M-V/def2-TZVPD", "symbols": ["N", "C", "S", "Cl", "C", "Cl", "Cl", "H", "H"], "coordinates": [[0.26, 0.11, -0.20], [1.63, 0.11, -0.28], [2.35, -1.46, -0.73], [3.63, -1.80, 0.82], [2.39, 1.21, -0.16], [4.09, 1.22, -0.41], [1.71, 2.72, 0.34], [-0.16, 0.94, 0.18], [-0.18, -0.77, 0.02]], "smiles": "NC(SCl)=C(Cl)Cl", "e_homo_ha": -0.3138}

***

Taking the most stable structure as the zero point, the relative energies in eV are (a) 1.969; (b) 0.000.

***

(a)
{"formula": "C2H4I2", "method": "ωB97M-V/def2-TZVPD", "symbols": ["C", "C", "I", "I", "H", "H", "H", "H"], "coordinates": [[-0.80, -0.03, 0.28], [0.57, -0.06, -0.44], [1.97, -1.63, 0.11], [1.55, 1.91, -0.17], [-0.76, -0.13, 1.39], [-1.29, 0.93, 0.24], [-1.71, -0.76, 0.15], [0.46, -0.24, -1.57]], "e_homo_ha": -0.3408}

***

(b)
{"formula": "C2H4I2", "method": "ωB97M-V/def2-TZVPD", "symbols": ["C", "C", "I", "I", "H", "H", "H", "H"], "coordinates": [[0.12, -1.71, -0.52], [-0.09, 1.73, 1.22], [-0.84, 0.29, -0.31], [0.99, 3.39, 0.11], [1.06, -1.39, -0.86], [0.20, -2.10, 0.50], [-0.39, -2.36, -1.32], [-1.06, 2.15, 1.19]], "e_homo_ha": -0.2962}

***

Taking the most stable structure as the zero point, the relative energies in eV are (a) 0.000; (b) 3.584.